Entry 1:
Below is a 10-piece molecular cluster, C22H64O10 overall at a distorted geometry, with properties calculated with the ωB97M-V functional and the def2-TZVPD basis.

Structure (XYZ):
```
96
Properties=species:S:1:pos:R:3:forces:R:3
H -2.80564 -1.03618 14.99005 0.0359 0.4019 -0.5655
H -5.46128 4.46572 8.63309 0.4646 -0.0989 -0.0972
H -2.13469 0.64298 8.20894 0.0291 0.3582 -0.1785
H -4.13654 4.03958 5.07847 -0.1533 -0.4945 -0.4143
H -4.95338 2.46286 16.47870 -0.0122 0.1678 -0.5243
H -0.08750 4.63872 5.33908 0.2393 0.1764 -1.3072
H -5.94697 5.51155 16.17494 -0.0057 -0.2489 0.0585
H -5.15183 7.10299 15.09002 0.4745 0.2820 -0.4769
H -5.59833 10.53500 8.84511 -0.2622 0.1170 0.4129
C -1.53878 3.68644 4.00605 0.4932 0.6698 0.0087
H -1.56635 9.47973 13.48195 -0.0265 -0.0413 0.1783
C -6.78361 0.84128 11.23434 0.5661 1.9684 0.2844
H -5.11176 7.15644 6.99664 -0.2797 0.1971 -0.4054
H -1.34236 2.19384 13.91616 0.3585 -0.1848 -0.3331
H -4.55887 9.61355 6.81295 0.4816 0.2205 0.5344
H -2.89975 10.67321 11.96875 -0.3209 -0.0481 -0.1553
C -0.04304 4.54674 12.81193 0.2101 0.2243 0.5557
O -1.40627 4.06026 6.49797 -1.8587 -0.2998 -0.3313
H -7.27094 10.19778 8.29594 0.1209 -0.6376 0.0564
H -4.10832 5.84080 14.29420 0.2551 -0.4415 0.8360
O -5.11339 -0.19165 15.62292 -1.0679 -1.0396 0.0813
H -2.24785 2.85941 4.04299 -0.2303 0.2084 -0.1494
C -5.31096 4.51240 9.71167 -0.3031 -0.7219 0.7239
H -3.76910 2.79294 8.59150 -0.0146 0.0660 -0.5258
H -3.74236 0.19747 7.66588 -0.0110 0.1574 -0.4287
C -5.50489 7.89014 7.70037 -0.2026 0.3710 0.1521
H 0.12727 2.12584 6.53503 -0.1170 0.9390 0.5115
C -0.75060 3.77612 5.27331 1.8940 1.0423 2.0583
H -3.22835 4.69395 10.00851 0.9042 -0.6163 -0.5913
H -0.13556 1.72433 4.94981 0.1523 0.0259 -0.7455
C 0.13155 2.59372 5.55056 0.9211 -1.6559 -0.8886
H -5.93935 0.15213 15.27477 -0.0037 0.1274 0.0638
H -7.43128 1.70730 11.37082 -0.6967 -0.1767 0.0616
C -1.82752 8.79897 11.70336 -0.2230 0.0351 -1.6183
O -3.80395 2.62720 9.53644 0.6865 0.3986 0.4135
H 0.96777 2.87554 13.82740 0.1926 0.2260 -0.2278
H -6.35383 11.42020 7.56482 0.4831 -0.1059 -0.7112
C -3.93178 3.88155 10.19093 -2.1867 0.6389 0.8961
H -2.43475 -0.21850 16.46651 -0.2473 -0.0957 0.2968
H -2.86767 6.88270 11.85366 -0.0386 0.0676 0.0120
H -7.03923 0.09161 11.98317 -0.2445 -0.7054 -0.9265
O -1.40931 8.65968 13.00818 0.1388 0.0424 2.0537
H -0.89313 2.64781 15.51813 -0.1044 0.3229 0.0987
H -3.14789 7.75741 10.32413 0.1624 -0.1475 -0.0958
O 0.83557 4.43872 15.10940 0.1120 -0.2026 -0.6190
H -1.42894 0.73755 6.03717 0.0212 -0.0968 0.1572
H -6.14289 3.94497 10.12884 -0.0076 -0.4542 0.0703
H -4.84636 7.75467 8.55833 0.0100 0.6382 0.1750
O -2.35925 0.50414 6.07778 -0.7268 -0.2328 1.1866
H -4.46083 2.67113 11.93252 0.0024 0.0586 -0.0847
O -6.68327 0.55769 9.83643 -0.1343 -0.6513 0.8330
C -4.08656 1.80454 16.53644 -0.1890 -0.0441 -0.4822
H -0.94932 8.46815 11.14891 -0.1152 -0.0580 -0.6559
O -4.11379 2.92554 6.78457 0.2248 -2.1569 1.4087
H -1.21400 10.85657 11.56716 0.0950 0.0636 -0.2748
H -5.85203 1.28000 11.59183 0.4160 -0.4064 -0.0197
C -5.11916 6.15302 14.55653 -1.0727 0.5419 -0.8867
H -0.64379 5.39350 13.14390 -0.8066 -0.2573 0.0430
H 0.19510 5.13056 15.29041 0.0004 0.2479 0.1957
H -1.92921 3.67078 14.42390 0.1911 0.5926 0.4702
H -0.59080 3.83280 12.19682 0.0608 0.7628 -0.8891
C 0.26873 3.69136 14.01153 -0.5192 0.1376 1.5113
H -5.93652 1.09344 9.55906 0.1812 0.0152 -0.2420
C -4.59916 3.94941 6.06131 -0.1157 3.7807 -1.8281
H 1.15747 2.87438 5.31218 0.1312 -0.4295 0.0186
C -6.25114 10.41767 7.98014 1.1305 -0.7662 0.7008
H -5.60188 6.22200 13.58169 0.0544 0.6604 -0.1632
H -4.25908 4.88931 6.49609 0.0901 0.0104 0.4776
C -4.07619 0.70823 15.42389 0.2785 0.8684 0.9696
C -2.68053 0.09038 7.44423 0.6538 -0.1025 -0.4490
H -4.61881 2.12940 6.60370 0.1744 -0.2684 -0.1163
H -3.92830 8.34028 11.75126 -0.1499 -0.2154 0.3349
H -0.81636 3.52485 3.20598 -0.0464 -0.3279 -0.1107
H -2.03679 3.33646 6.51066 -0.7670 -0.1122 0.9480
H -2.05225 0.67826 15.07392 0.3270 -0.7044 -0.4978
H -2.42606 -0.95689 7.60721 -0.0394 -0.1441 -0.2325
C -2.77648 -0.04648 15.44585 0.6153 0.3700 0.9257
C -3.88118 3.56667 11.70865 -0.3904 0.4971 -0.3200
H -4.30470 4.38747 12.28745 -0.1833 0.1062 -0.0618
H -1.93673 4.67965 3.79801 -0.6997 -0.2654 -0.0173
C -3.01307 7.86334 11.40056 0.2074 0.7983 -0.1728
O -6.27466 9.25278 5.94317 -1.7086 -0.6954 -3.0075
H -4.18394 1.41017 17.54792 0.3768 -0.5951 -0.1216
H -4.15711 1.16313 14.43666 -0.1715 0.3189 -0.1286
C -5.56921 9.30858 7.08555 0.5043 0.8236 2.4957
H -6.27762 10.14035 5.57739 -0.1947 -0.0536 -0.2609
H -2.35287 10.33073 10.28026 -0.0731 0.2879 0.0989
H -5.59030 5.52658 9.99717 0.7969 0.2902 0.2500
H 0.78465 5.11196 12.38351 0.3826 -0.8845 -0.4481
C -1.03708 3.05132 14.51585 -0.0090 -0.7868 -0.4445
H -2.88201 3.43123 12.12269 0.1618 -0.1408 -0.4545
C -2.10513 10.27143 11.34008 0.3224 -0.8796 0.3037
O -5.98527 5.28044 15.24396 0.3275 -0.8004 0.6179
H -3.17886 2.40542 16.48049 -0.0285 0.1131 0.0217
H -5.67013 4.11482 5.94407 -0.2825 -0.8114 0.2510
H -6.50304 7.59371 8.02275 -0.0716 -0.1316 -0.1265
```
Forces are in eV/Å.

The calculation puts the HOMO energy at -9.9752 eV. As for the molecular weight: 488.7 g/mol. Its energy relative to the best compared isomer or geometry (same formula, charge and spin) is 80.1 kcal/mol. The SMILES is CC(C)O.CC(C)O.CC(C)O.CC(C)O.CC(C)O.CC(C)O.CO.CO.CO.CO. Its gap between HOMO and LUMO is 10.46 eV.

For reference, the Mulliken charges in units of e are:
1. H 0.3704
2. H 0.1344
3. H 0.2336
4. H 0.2861
5. H 0.2683
6. H 0.3952
7. H 0.3079
8. H 0.4118
9. H 0.2242
10. C -1.4526
11. H 0.3131
12. C -0.2169
13. H 0.1952
14. H 0.3307
15. H 0.1780
16. H 0.4332
17. C -0.8266
18. O -0.4433
19. H 0.3319
20. H 0.0606
21. O -0.5947
22. H 0.2529
23. C -1.0654
24. H 0.2231
25. H 0.1152
26. C -0.5641
27. H 0.4167
28. C 0.7896
29. H 0.0949
30. H 0.3980
31. C -1.5728
32. H 0.3312
33. H 0.3124
34. C 0.5469
35. O -0.3836
36. H 0.3700
37. H 0.4086
38. C 0.8902
39. H 0.3188
40. H -0.0012
41. H 0.3413
42. O -0.5295
43. H 0.4232
44. H 0.1517
45. O -0.5886
46. H 0.2326
47. H 0.2774
48. H -0.0571
49. O -0.5087
50. H -0.4391
51. O -0.5685
52. C -1.1247
53. H 0.1690
54. O -0.1474
55. H 0.4227
56. H -0.2529
57. C -0.4252
58. H 0.1401
59. H 0.3603
60. H 0.1824
61. H 0.1672
62. C -0.0624
63. H 0.3344
64. C -1.0426
65. H 0.3752
66. C -1.1955
67. H 0.1671
68. H 0.3360
69. C 1.1480
70. C -0.5275
71. H 0.0779
72. H 0.3826
73. H 0.4817
74. H 0.0792
75. H 0.1762
76. H 0.4024
77. C -1.1487
78. C 0.1819
79. H 0.0295
80. H 0.3195
81. C -0.7040
82. O -0.5393
83. H 0.3451
84. H -0.2712
85. C 0.3788
86. H 0.3332
87. H 0.3829
88. H 0.3159
89. H 0.3733
90. C -0.8633
91. H -0.2171
92. C -1.6064
93. O -0.5248
94. H 0.2420
95. H 0.4183
96. H 0.3732



Entry 2:
Below is a 11-piece molecular cluster, C22H65N15O11 overall at a distorted geometry, with properties calculated with the ωB97M-V functional and the def2-TZVPD basis.

Structure (XYZ):
```
113
Properties=species:S:1:pos:R:3:forces:R:3
N 0.50768 -1.25790 -2.38656 1.2020 -0.2362 -0.3574
H -0.00223 -5.66542 -0.84193 0.3176 -0.3732 0.4625
C 0.43505 -3.54583 -6.38643 -2.5049 1.2046 0.7121
H -0.01357 -1.94314 1.70859 -0.0043 0.2566 0.0562
C -0.77864 5.15467 6.21951 -0.7490 0.1223 0.4115
H -3.32581 -1.32920 2.83961 -0.0830 -0.0324 -0.0756
H -3.06165 -4.33858 0.20767 -0.0439 -0.1045 -0.0310
N -3.07199 -3.02010 -1.86502 0.0230 -0.1224 0.0419
N 4.02345 -3.20807 -4.43073 -1.4309 -1.5279 -0.6089
H 3.41051 2.40551 0.47043 -0.3634 -0.3671 -0.1184
H 4.97482 2.04689 1.03751 0.1581 -0.1976 0.1667
H -3.01117 1.74784 -1.95439 0.8139 0.1785 0.1042
C 0.27864 5.37631 2.55006 -0.2012 0.5896 1.4673
H 1.62881 6.78129 3.51601 0.3338 -0.2178 0.3045
C 4.56016 -2.05316 -4.02638 3.0806 1.0042 1.2625
H -1.76920 4.78725 6.50153 0.2615 -0.4854 0.3273
H 3.27793 -3.69307 -3.94068 0.1191 0.4491 0.0732
O 2.01646 -0.74467 -0.71981 -0.5940 0.0870 -0.6369
H -1.18221 -5.17206 -2.66617 0.1060 -0.1760 -0.0261
C -1.40291 -0.58356 2.46907 0.9936 -0.5615 -1.0455
H 0.07422 6.67477 4.31706 -0.1298 0.3321 -0.5323
H 2.47712 2.55892 2.64132 0.0328 0.4617 0.0649
C 3.55414 2.39078 2.59680 -0.2837 -0.7077 -0.3666
H -0.14879 5.36798 7.08543 -0.2523 -0.3375 0.2885
N 0.52751 -4.42999 -7.39020 0.6159 -0.0002 0.1599
C 0.50254 3.00159 6.12378 -1.3419 -0.1027 0.2633
C 0.84512 6.08609 3.81673 -0.6603 -0.8761 -0.5192
H -2.69737 0.30836 -0.95245 -0.2749 -0.1066 -0.0580
C 3.92148 1.81448 1.23946 0.6990 0.4216 -0.2536
H 1.18947 -1.87961 -5.55898 0.2195 0.0026 0.0082
H 1.05134 4.78802 2.04962 -0.0238 -0.6440 0.5786
N -2.79869 -1.58492 -5.51745 -0.5173 0.0940 -0.6667
H -3.19592 -2.55035 -2.75124 0.2770 0.2037 0.4537
C -3.07331 1.32456 -0.94881 -1.5605 0.5555 -0.2822
H -2.19323 6.29206 2.42318 -0.2667 -0.0198 -0.0401
H -5.00911 -0.39529 0.24547 0.1894 0.2717 -0.2488
C 0.00586 4.19606 5.29506 0.3715 0.6667 -0.0656
H 0.14504 6.15169 1.78973 -1.0554 -0.0636 0.0551
N -0.97893 -1.76232 1.92361 -0.2857 -0.4147 0.5813
C -3.00859 -0.83253 -4.42891 1.0848 -0.4550 1.7972
O -2.15008 -0.78090 -3.53093 -0.2415 0.6007 -0.4315
H -1.03412 -0.02020 -1.08083 -0.0461 0.1778 0.0771
H -3.20739 5.00215 3.18485 0.1320 -0.3100 -0.5097
O -4.83512 -1.94955 -0.86024 0.6549 -0.1639 0.1995
H -1.03380 6.15443 5.86118 0.4108 -0.1330 -0.6044
H -2.15226 -3.33889 -1.61146 0.2335 0.1299 -0.5179
H -2.17776 5.91960 4.16100 0.1978 0.3156 -0.1772
H 3.49956 -2.31388 1.23722 0.1718 0.1063 0.3066
H -1.50294 4.25273 0.85872 0.4073 0.0231 -0.1030
O -4.81785 0.52576 0.48654 -0.6215 -0.0116 0.8508
H 1.70817 -5.14615 -0.62078 -0.2586 -0.3521 0.7640
N 0.79487 -5.10382 -1.06176 1.2428 0.5000 -0.4152
C -3.87166 -2.71241 -0.81362 -0.9882 -0.6056 -0.5600
O -0.63094 0.35603 2.66353 -0.6705 0.0136 0.1976
C -1.30487 3.64244 1.74065 -1.1831 -0.3365 0.4520
H -0.41775 2.60496 6.56114 0.2275 -0.4197 0.1161
H -3.11146 0.40132 2.57476 -0.5571 -0.3590 0.3206
H 1.27034 -4.32649 -8.05666 -0.1686 -0.5302 -0.2116
H -4.47928 0.39025 -3.56648 0.6178 -0.1611 0.3971
N -0.37094 -4.67179 -2.98061 0.2210 -0.0798 -0.0434
C -1.01622 4.53355 2.95558 0.2034 0.3192 -1.2386
N -3.58375 -3.48856 0.28580 -0.0544 0.8159 0.7082
H 2.11507 -2.53594 -6.90602 0.1950 0.3272 0.3351
H -4.96142 -0.44660 -4.93378 0.1822 0.0255 -0.1551
H 4.16688 3.28632 2.69329 -0.3939 0.2042 0.5173
O 3.40822 -5.01095 0.63010 0.0241 -0.2710 -0.1485
C -4.59224 1.29841 -0.66996 1.0753 -1.2406 0.1157
O -1.59723 2.63352 4.39907 -0.3280 0.3013 -0.4290
H 2.01221 4.40008 4.43146 -0.2698 -0.4139 -0.2007
H 3.73855 1.66562 3.39080 0.4548 0.1182 0.0046
H -5.00918 2.29192 -0.50737 0.0152 0.0084 -0.1637
H 3.98837 -5.77330 0.69119 -0.0884 -0.0534 0.1250
H 1.13665 -1.98136 -2.72257 -0.3645 0.2399 -0.1102
H -4.18740 -3.35807 1.07955 -0.0127 -0.1991 -0.0552
H -0.18662 -5.13365 -7.41076 0.1588 -0.1069 -0.3499
N -0.16028 -0.10644 -0.60224 -0.0240 1.0856 1.0317
H 5.15693 -4.27859 -0.28062 -0.3566 -0.4346 -0.7231
H 4.30743 -3.63106 -5.29356 0.3889 0.3264 -0.0140
H -3.59666 -1.83114 -6.07649 0.3112 -0.1236 -0.2971
N -4.22029 -0.26716 -4.27783 -1.3418 0.3137 -0.7146
H 4.60184 -0.76924 -2.44996 -0.1930 0.0387 0.1972
H 4.97744 -3.17591 1.84928 -0.2393 -0.0102 0.1493
O 3.73494 0.42191 1.13242 -0.2625 0.2198 -0.1198
H -0.57615 2.84932 1.57964 0.3392 0.3039 -0.0954
H 3.44061 -2.11182 -2.33168 -0.1251 0.5735 0.5222
C 4.43539 -2.80608 0.97814 -0.3120 -0.2670 -0.3260
H 1.74309 5.52527 5.65793 -0.5427 -0.1792 0.5237
H -1.92710 -2.09675 -5.57871 -0.0706 -0.3032 -0.0004
H -2.25272 3.12374 1.92193 -0.0086 -0.0741 0.0290
H -0.36556 -4.26843 -3.91396 -0.2860 -0.0128 0.0470
H 1.14203 3.26026 6.96666 0.1809 0.3466 -0.2344
H -2.58341 1.91041 -0.17793 0.3049 0.1484 -0.1500
N 1.32175 -2.55675 -6.29013 0.6597 -0.1900 -0.4572
C 4.15541 -3.95278 0.00525 0.3684 0.8961 0.9828
H -0.43376 -1.18210 -2.74239 0.0115 -0.0740 -0.1220
N -2.75694 -0.54425 2.60229 0.3329 1.4214 0.2438
N -0.70758 3.67805 4.10480 1.9656 0.6520 0.0648
C -2.23203 5.49023 3.15938 0.5799 -0.0911 0.7925
H 3.52112 -3.58567 -0.79731 0.4149 -0.0732 -0.4027
H 0.01709 0.37395 0.26978 -0.2619 0.0712 -0.1045
N 4.17052 -1.60290 -2.79585 -0.6590 -0.7641 -0.9761
O 5.54192 -1.53486 -4.57853 -1.1008 -0.0601 -0.5270
H 0.95363 2.21284 5.52455 0.1096 0.1755 -0.1560
H -5.06493 0.78434 -1.51324 -0.3077 0.3546 -0.0950
O 1.67824 -3.86453 -2.84302 0.6872 -1.0011 1.1038
O -0.58871 -3.52482 -5.65171 0.8112 -0.5819 -0.1869
H -1.70064 -2.30611 1.48564 0.2437 -0.2380 -0.2083
C 1.21123 5.01881 4.84717 1.5287 0.5260 -1.0641
C 0.88173 -0.65649 -1.22555 0.3441 -1.2824 0.0304
C 0.81323 -4.56763 -2.29206 -1.8839 1.3293 -1.7242
H 5.08939 -2.07496 0.50170 -0.1594 0.0917 -0.1032
H -1.19612 1.89253 3.90975 -0.1785 -0.1617 0.1198
H 3.17725 0.22293 0.36275 -0.1205 -0.2030 0.1938
```
Forces are in eV/Å.

The calculation puts the HOMO energy at -7.3515 eV. As for the molecular weight: 715.9 g/mol. Its energy relative to the best compared isomer or geometry (same formula, charge and spin) is 10.5 kcal/mol. The SMILES is CC1(C)CCCC(C)(C)N1O.NC(N)=O.NC(N)=O.NC(N)=O.NC(N)=O.NC(N)=O.NC(N)=O.NC(N)=O.CCO.CCO.CCO. Its gap between HOMO and LUMO is 7.20 eV.

Results of the Mulliken charge analysis, in e, for atoms 1 through 99:
1. N 0.0849
2. H 0.1758
3. C 0.8288
4. H 0.1634
5. C -1.8523
6. H 0.1710
7. H 0.1484
8. N -0.1465
9. N -0.2645
10. H 0.3485
11. H 0.2679
12. H 0.3769
13. C -0.9261
14. H 0.4467
15. C 0.4646
16. H 0.3598
17. H 0.2990
18. O -0.7031
19. H 0.2520
20. C 0.6562
21. H 0.2906
22. H -0.1499
23. C -0.5192
24. H 0.4478
25. N -0.4716
26. C -1.9585
27. C -0.7948
28. H -0.6515
29. C -0.4338
30. H 0.1840
31. H 0.2614
32. N -0.3294
33. H 0.1432
34. C 0.8132
35. H 0.3726
36. H 0.3289
37. C 1.2318
38. H 0.4960
39. N -0.3908
40. C 0.4849
41. O -0.6262
42. H -0.0839
43. H 0.3385
44. O -0.7745
45. H 0.3812
46. H 0.0949
47. H 0.3458
48. H 0.1619
49. H 0.4550
50. O -0.4982
51. H 0.2414
52. N -0.3207
53. C 0.5326
54. O -0.5277
55. C -2.3941
56. H 0.4388
57. H 0.1353
58. H 0.1739
59. H 0.1787
60. N -0.2481
61. C 1.6202
62. N -0.3657
63. H 0.1676
64. H 0.1507
65. H 0.3693
66. O -0.5953
67. C -0.3763
68. O -0.6115
69. H 0.1325
70. H 0.3043
71. H 0.3004
72. H 0.2976
73. H -0.2860
74. H 0.2355
75. H 0.2410
76. N 0.1974
77. H 0.3379
78. H 0.2049
79. H 0.1837
80. N -0.3105
81. H 0.0942
82. H 0.4122
83. O -0.3249
84. H 0.3478
85. H -0.0463
86. C -1.0781
87. H 0.4790
88. H 0.1809
89. H 0.4432
90. H 0.0628
91. H 0.4286
92. H -0.2859
93. N -0.3107
94. C 0.6393
95. H 0.2690
96. N -0.2518
97. N 1.2300
98. C -1.7788
99. H -0.4138